The following is a quantum chemistry calculation of C4H10FN3 in the gas phase, from OMol25.

The strongest force on any atom is 7.24 eV Å⁻¹. For the HOMO-LUMO gap, the calculation gives 9.750 eV. The LUMO energy comes out at 0.8 eV. As for the energy above the lowest of the compared OMol25 structures with the same formula, charge and spin: 397.3 kJ/mol. The SMILES is N[C@@H]1[C@H](N)[C@@H](N)[C@@H]1F. The total energy comes out at -11493.859 eV.

XYZ file:
```
18
C4H10FN3 ωB97M-V/def2-TZVPD
N -1.91 -0.11 0.59
C -0.65 0.38 1.03
C 0.16 0.93 -0.21
N -0.20 1.69 -1.38
C 0.53 -0.64 -0.45
N 1.65 -0.77 -1.38
C 0.22 -0.75 1.05
F -0.19 -2.09 1.66
H -2.64 0.59 0.55
H -2.26 -0.89 1.22
H -0.72 1.14 1.83
H 1.06 1.39 0.43
H 0.79 1.52 -1.98
H -1.16 1.23 -1.61
H -0.48 -1.37 -0.70
H 2.17 -1.71 -1.37
H 2.52 -0.13 -1.00
H 1.09 -0.42 1.72
```

Results of the Mulliken charge analysis, in e, for atoms 1 through 6: N -0.612; C 0.146; C -0.721; N -0.589; C 0.134; N -0.618



The following is a quantum chemistry calculation of a molecular structure, C3H5NOS, from OMol25.

The strongest force on any atom is 3.10 eV Å⁻¹. For the HOMO-LUMO gap (alpha / beta), the calculation gives 7.604 / 6.917 eV. The LUMO energy (alpha / beta) comes out at 0.5 / 0.1 eV. As for the energy above the lowest of the compared OMol25 structures with the same formula, charge and spin: 422.4 kJ/mol. The total energy comes out at -17560.890 eV.

XYZ file:
```
11
C3H5NOS ωB97M-V/def2-TZVPD
C 1.19 0.49 0.40
C 0.51 -0.40 -0.68
C -0.15 0.63 0.95
N -0.77 -0.10 0.04
O -2.63 -1.48 -1.01
S -2.27 -0.66 0.14
H 1.97 0.24 1.09
H 1.56 1.32 -0.07
H 0.45 0.08 -1.76
H 0.85 -1.38 -0.77
H -0.69 1.27 1.66
```

Results of the Mulliken charge analysis, in e, for atoms 1 through 6: C -0.478; C -0.435; C -0.317; N 0.151; O -0.550; S 0.237



The following is a quantum chemistry calculation of 3 unconnected molecules or ions with the total composition C48H48BFN4O8P2S2, from OMol25.

The strongest force on any atom is 4.45 eV Å⁻¹. For the HOMO-LUMO gap, the calculation gives 6.778 eV. The LUMO energy comes out at -1.1 eV. As for the energy above the lowest of the compared OMol25 structures with the same formula, charge and spin: 0.0 kJ/mol. The SMILES is CCOB(O)c1c(CCCSC(=S)N(CC)CC)c(F)c(P(N)O)c2nc(O)c(P(C)C)nc12.O=C1c2ccccc2C(=O)c2ccccc21.O=C1c2ccccc2C(=O)c2ccccc21. The total energy comes out at -116536.867 eV.

XYZ file:
```
114
C48H48BFN4O8P2S2 ωB97M-V/def2-TZVPD
C -0.09 6.93 1.10
C -0.08 5.41 0.65
O -1.09 5.10 -0.33
B -0.74 3.95 -1.10
O -0.55 4.03 -2.48
C -0.62 2.57 -0.25
C 0.70 1.99 0.05
C 2.04 2.62 -0.43
C 3.15 1.57 -0.83
C 2.65 0.45 -1.84
S 4.03 -0.81 -1.95
C 3.67 -2.07 -0.67
S 4.32 -1.84 0.84
N 2.89 -3.28 -0.87
C 3.89 -4.34 -1.22
C 3.29 -5.61 -1.93
C 1.83 -3.11 -1.89
C 0.48 -3.88 -1.51
C 0.67 0.73 0.88
F 1.84 0.09 1.29
C -0.57 0.11 1.36
P -0.47 -1.46 2.43
N 0.03 -0.93 4.04
O 0.80 -2.45 1.94
C -1.92 0.71 1.02
N -3.04 0.03 1.50
C -4.14 0.73 1.15
O -5.38 0.19 1.56
C -4.20 2.01 0.38
P -5.84 2.87 0.02
C -5.32 4.69 -0.19
C -6.95 2.82 1.54
N -3.08 2.61 -0.10
C -1.91 1.94 0.23
H -0.80 7.56 0.49
H -0.40 7.04 2.17
H 0.93 7.40 1.00
H 0.96 5.14 0.31
H -0.32 4.81 1.58
H -0.31 4.95 -2.69
H 1.94 3.34 -1.29
H 2.46 3.22 0.44
H 3.97 2.14 -1.37
H 3.62 1.04 0.04
H 1.69 0.00 -1.49
H 2.45 0.85 -2.87
H 4.78 -3.92 -1.78
H 4.32 -4.70 -0.24
H 4.13 -6.36 -2.04
H 2.45 -6.10 -1.38
H 3.03 -5.32 -2.99
H 1.53 -2.02 -1.89
H 2.16 -3.33 -2.95
H 0.58 -4.99 -1.56
H 0.13 -3.53 -0.49
H -0.30 -3.48 -2.23
H 1.01 -0.58 3.99
H -0.53 -0.12 4.33
H 1.16 -2.22 1.06
H -5.51 -0.57 0.96
H -4.88 4.89 -1.21
H -4.48 4.87 0.55
H -6.14 5.40 0.09
H -7.75 2.05 1.36
H -7.48 3.80 1.74
H -6.39 2.58 2.49
O -6.78 6.86 2.61
C -6.78 7.45 3.67
C -5.85 7.05 4.75
C -4.95 6.01 4.54
C -4.04 5.65 5.53
C -4.03 6.34 6.74
C -4.94 7.37 6.97
C -5.85 7.72 5.98
C -6.82 8.81 6.24
O -6.87 9.36 7.32
C -7.75 9.22 5.15
C -8.64 10.26 5.37
C -9.48 10.68 4.34
C -9.43 10.05 3.10
C -8.55 9.00 2.88
C -7.71 8.58 3.91
H -4.95 5.48 3.59
H -3.34 4.85 5.35
H -3.32 6.07 7.51
H -4.93 7.89 7.91
H -8.68 10.76 6.33
H -10.18 11.49 4.51
H -10.08 10.39 2.30
H -8.52 8.52 1.92
O 6.08 -8.43 -3.22
C 6.61 -9.23 -3.98
C 6.62 -8.99 -5.44
C 6.04 -7.83 -5.95
C 6.07 -7.58 -7.31
C 6.70 -8.48 -8.17
C 7.26 -9.64 -7.67
C 7.22 -9.90 -6.31
C 7.82 -11.16 -5.78
O 8.29 -11.98 -6.54
C 7.82 -11.39 -4.32
C 8.41 -12.54 -3.81
C 8.45 -12.76 -2.44
C 7.91 -11.81 -1.57
C 7.31 -10.67 -2.07
C 7.26 -10.45 -3.45
H 5.55 -7.12 -5.28
H 5.62 -6.67 -7.71
H 6.74 -8.27 -9.24
H 7.74 -10.34 -8.35
H 8.84 -13.28 -4.48
H 8.91 -13.65 -2.05
H 7.95 -11.97 -0.50
H 6.89 -9.94 -1.39
```

Results of the Mulliken charge analysis, in e, for atoms 1 through 6: C -1.176; C 0.243; O -0.504; B 0.562; O -0.561; C 0.019



The following is a quantum chemistry calculation of C3H6OS2 in the gas phase, from OMol25.

The strongest force on any atom is 4.23 eV Å⁻¹. For the HOMO-LUMO gap, the calculation gives 9.183 eV. The LUMO energy comes out at 0.5 eV. As for the energy above the lowest of the compared OMol25 structures with the same formula, charge and spin: 174.7 kJ/mol. The SMILES is COC(=S)SC. The total energy comes out at -26924.632 eV.

XYZ file:
```
12
C3H6OS2 ωB97M-V/def2-TZVPD
C 1.92 -0.22 -1.33
O 1.30 -1.16 -0.37
C 0.20 -0.89 0.39
S -0.11 -1.79 1.73
S -0.60 0.56 -0.11
C -1.98 0.79 0.94
H 3.04 -0.46 -1.61
H 2.04 0.79 -0.85
H 1.36 -0.22 -2.26
H -1.77 0.84 2.02
H -2.97 0.02 0.91
H -2.44 1.73 0.54
```

Results of the Mulliken charge analysis, in e, for atoms 1 through 6: C -0.698; O -0.312; C 0.356; S -0.282; S 0.028; C -0.853



The following is a quantum chemistry calculation of 8 unconnected molecules or ions with the total composition H16O8, from OMol25.

The strongest force on any atom is 1.58 eV Å⁻¹. Its multiplicity is 2. For the HOMO-LUMO gap (alpha / beta), the calculation gives 10.583 / 2.605 eV. As for the expectation value of S²: 0.7565. The LUMO energy (alpha / beta) comes out at -3.3 / -11.3 eV. As for the energy above the lowest of the compared OMol25 structures with the same formula, charge and spin: 116.2 kJ/mol. Its net charge is +1. The total energy comes out at -16628.802 eV.

XYZ file:
```
24
H16O8 ωB97M-V/def2-TZVPD
O 3.29 -0.85 -1.98
H 3.48 -1.15 -2.87
H 2.58 -0.23 -2.08
O 0.88 0.62 -2.92
H 0.45 0.51 -2.08
H 0.51 -0.07 -3.47
O -1.92 -1.43 1.02
H -1.93 -1.52 1.97
H -1.68 -2.30 0.70
O -2.24 2.17 1.22
H -2.41 1.60 0.47
H -2.80 1.83 1.92
O 2.43 -0.63 2.44
H 1.96 -0.01 1.89
H 3.22 -0.16 2.70
O -3.96 -1.27 -0.67
H -4.01 -1.37 0.28
H -3.02 -1.22 -0.85
O 0.28 -0.35 -0.55
H -0.48 -0.56 -0.01
H 0.78 0.28 -0.03
O 1.52 1.66 1.07
H 2.12 2.09 0.45
H 0.96 2.37 1.38
```

Results of the Mulliken charge analysis, in e, for atoms 1 through 6: O -0.318; H 0.387; H 0.401; O -0.570; H 0.436; H 0.367



The following is a quantum chemistry calculation of a molecular structure, C57H73IN6O5STi, from OMol25.

The strongest force on any atom is 1.42 eV Å⁻¹. Its multiplicity is 3. For the HOMO-LUMO gap (alpha / beta), the calculation gives 6.246 / 5.803 eV. As for the expectation value of S²: 2.0407. The LUMO energy (alpha / beta) comes out at 0.3 / -1.1 eV. As for the energy above the lowest of the compared OMol25 structures with the same formula, charge and spin: 32.1 kJ/mol. The total energy comes out at -121528.149 eV.

XYZ file:
```
144
C57H73IN6O5STi ωB97M-V/def2-TZVPD
Ti 0.96 -0.50 0.00
C -4.74 2.05 3.72
C -4.04 0.87 4.41
C -5.12 -0.07 4.95
C -3.21 1.39 5.59
C -3.12 0.17 3.39
C -2.08 0.88 2.83
C -1.26 0.29 1.86
N -0.17 0.82 1.25
C 0.37 2.06 1.42
C -0.32 3.24 1.71
C 0.38 4.40 1.96
C 1.78 4.31 1.97
C 2.53 3.17 1.70
C 1.81 2.01 1.31
O 2.32 0.88 0.91
C 4.05 3.26 1.88
C 4.64 4.16 0.79
C 4.36 3.88 3.26
C 4.77 1.91 1.86
C -0.29 5.74 2.26
C 0.06 6.17 3.68
C 0.20 6.81 1.27
C -1.81 5.65 2.14
C -1.45 -1.09 1.50
O -0.60 -1.59 0.62
C -2.49 -1.83 2.09
C -3.31 -1.16 3.00
C -2.70 -3.30 1.73
C -3.83 -3.93 2.54
C -3.07 -3.40 0.24
C -1.42 -4.11 2.01
H -5.42 2.55 4.41
H -4.01 2.79 3.37
H -5.31 1.71 2.85
H -5.74 0.47 5.67
H -5.77 -0.44 4.16
H -4.68 -0.93 5.47
H -3.86 1.87 6.32
H -2.68 0.57 6.08
H -2.47 2.12 5.26
H -1.86 1.88 3.16
H -1.40 3.23 1.66
H 2.33 5.21 2.22
H 4.23 5.17 0.84
H 5.73 4.23 0.89
H 4.41 3.77 -0.21
H 3.99 4.90 3.35
H 3.91 3.28 4.05
H 5.44 3.90 3.42
H 4.57 1.34 0.96
H 5.84 2.08 1.95
H 4.45 1.29 2.70
H 1.14 6.32 3.80
H -0.43 7.11 3.93
H -0.25 5.41 4.41
H 1.28 6.91 1.29
H -0.10 6.57 0.25
H -0.23 7.78 1.53
H -2.23 4.96 2.88
H -2.25 6.63 2.31
H -2.12 5.32 1.15
H -4.12 -1.71 3.44
H -4.80 -3.47 2.34
H -3.91 -4.99 2.28
H -3.64 -3.87 3.62
H -4.00 -2.87 0.04
H -2.28 -2.97 -0.38
H -3.20 -4.45 -0.04
H -1.18 -4.08 3.07
H -1.56 -5.15 1.71
H -0.58 -3.71 1.45
N 1.85 -1.78 1.90
C 2.64 -2.89 1.34
C 3.15 -2.55 -0.06
O 4.02 -3.21 -0.59
O 2.56 -1.53 -0.60
H 2.46 -1.07 2.29
H 1.22 -2.11 2.62
H 2.01 -3.78 1.25
H 3.51 -3.15 1.95
C -3.42 -6.38 -3.94
C -2.99 -5.79 -2.61
N -1.67 -6.26 -2.18
C -1.59 -7.65 -1.71
C -0.80 -8.55 -2.65
C -0.57 -5.49 -1.97
O 0.41 -5.91 -1.38
C -0.56 -4.06 -2.46
C -1.08 -3.62 -3.66
C -1.04 -2.26 -3.95
C -0.48 -1.41 -3.01
N 0.08 -1.83 -1.89
C 0.06 -3.14 -1.64
H -4.40 -5.98 -4.22
H -3.51 -7.47 -3.88
H -2.71 -6.14 -4.73
H -3.70 -6.07 -1.83
H -2.98 -4.71 -2.64
H -2.61 -8.01 -1.60
H -1.12 -7.65 -0.73
H -1.24 -8.55 -3.65
H -0.79 -9.57 -2.27
H 0.23 -8.20 -2.72
H -1.49 -4.31 -4.38
H -1.43 -1.87 -4.88
H -0.49 -0.33 -3.16
H 0.54 -3.48 -0.73
N 1.42 0.70 -1.73
S 2.37 0.05 -2.86
C 4.09 0.09 -2.41
C 4.63 1.20 -1.80
C 5.99 1.23 -1.54
C 6.79 0.14 -1.89
C 6.23 -0.98 -2.48
C 4.86 -1.01 -2.75
C 2.44 1.32 -4.13
C 1.20 1.74 -4.62
C 1.12 2.72 -5.59
C 2.28 3.30 -6.09
C 3.51 2.87 -5.62
C 3.60 1.88 -4.65
H 1.78 1.61 -1.47
H 4.01 2.05 -1.53
H 6.43 2.09 -1.06
H 7.85 0.17 -1.68
H 6.84 -1.83 -2.73
H 4.40 -1.89 -3.18
H 0.29 1.31 -4.21
H 0.14 3.03 -5.95
H 2.22 4.08 -6.83
H 4.42 3.32 -6.01
H 4.57 1.54 -4.32
I 0.09 4.18 -1.84
C -1.46 2.79 -2.07
C -2.46 3.07 -3.01
C -3.47 2.14 -3.16
C -3.46 0.98 -2.39
C -2.42 0.82 -1.49
N -1.44 1.71 -1.33
H -2.44 3.99 -3.58
H -4.27 2.32 -3.87
H -4.22 0.23 -2.49
H -2.37 -0.07 -0.85
```

Results of the Mulliken charge analysis, in e, for atoms 1 through 6: Ti 0.590; C -1.268; C 2.049; C -2.365; C -1.609; C -0.368



The following is a quantum chemistry calculation of a molecular structure, C16H26AsCl2N2OSTl, from OMol25.

The strongest force on any atom is 1.75 eV Å⁻¹. For the HOMO-LUMO gap, the calculation gives 5.754 eV. The LUMO energy comes out at 4.4 eV. As for the energy above the lowest of the compared OMol25 structures with the same formula, charge and spin: 177.5 kJ/mol. Its net charge is -2. The total energy comes out at -123453.490 eV.

XYZ file:
```
50
C16H26AsCl2N2OSTl ωB97M-V/def2-TZVPD
Tl -0.43 0.14 -0.70
C 1.73 1.81 0.66
C 1.23 0.92 1.63
C -0.10 1.31 1.94
C -0.41 2.45 1.17
C 0.71 2.75 0.36
C 0.90 3.98 -0.49
C -1.66 3.27 1.32
C -0.93 0.73 3.05
C 1.99 -0.18 2.32
C 3.12 1.84 0.10
H 1.49 3.76 -1.38
H 1.43 4.76 0.06
H -0.06 4.40 -0.80
H -1.82 3.92 0.45
H -1.61 3.92 2.20
H -2.54 2.64 1.42
H -2.00 0.82 2.83
H -0.74 1.24 4.00
H -0.71 -0.33 3.19
H 1.44 -1.12 2.31
H 2.18 0.08 3.37
H 2.95 -0.36 1.83
H 3.12 2.08 -0.97
H 3.60 0.87 0.20
H 3.75 2.58 0.60
Cl -1.69 3.78 -4.31
C -1.70 2.63 -2.97
Cl -1.81 0.95 -3.53
H -2.56 2.84 -2.34
H -0.77 2.74 -2.41
S -5.34 -0.01 1.49
C -3.91 0.00 0.71
N -2.88 0.01 0.16
C -0.62 -3.05 0.35
As 0.44 -3.34 -1.30
C 0.10 -4.91 -2.49
C 1.78 -4.48 -0.25
O 1.48 -2.18 -1.82
H -0.63 -3.94 0.98
H -1.64 -2.74 0.13
H -0.13 -2.25 0.90
H -0.39 -5.70 -1.92
H 1.08 -5.28 -2.80
H -0.49 -4.65 -3.35
H 1.36 -5.42 0.13
H 2.13 -3.89 0.60
H 2.64 -4.70 -0.88
N -1.86 -2.18 -3.34
C -1.21 -2.49 -2.43
```

Results of the Mulliken charge analysis, in e, for atoms 1 through 6: Tl 0.655; C 0.320; C 0.599; C 0.615; C 0.562; C 0.596



The following is a quantum chemistry calculation of a molecular structure, C14H28INO8PS3, from OMol25.

The strongest force on any atom is 0.74 eV Å⁻¹. For the HOMO-LUMO gap, the calculation gives 8.944 eV. The LUMO energy comes out at -2.4 eV. Its net charge is +1. The total energy comes out at -82729.349 eV.

XYZ file:
```
56
C14H28INO8PS3 ωB97M-V/def2-TZVPD
O -4.27 0.38 -0.37
C -4.05 -0.78 -0.49
O -5.03 -1.74 -0.50
C -2.68 -1.38 -0.72
C -2.56 -1.86 -2.17
C -1.27 -2.58 -2.60
C -1.28 -2.67 -4.13
S -1.75 -4.16 -5.05
O -0.60 -4.66 -5.73
O -2.95 -3.83 -5.76
O -0.17 -1.66 -2.30
S 0.59 -2.00 -0.95
O 1.91 -2.41 -1.25
O 0.38 -0.99 0.02
O -0.35 -3.23 -0.56
C -0.92 -3.84 -1.74
I 0.56 -5.17 -2.55
P -2.30 -4.92 -1.06
S -1.77 -6.10 0.36
H -5.72 -1.50 0.13
H -2.54 -2.19 0.00
H -1.96 -0.60 -0.50
H -2.63 -0.98 -2.81
H -3.41 -2.51 -2.42
H -0.28 -2.45 -4.50
H -1.96 -1.92 -4.52
H -2.05 -5.04 -4.07
H -3.29 -3.99 -0.73
H -2.76 -5.54 -2.22
C 3.51 0.93 0.29
C 2.13 1.48 0.66
C 2.12 2.95 1.07
N 2.19 3.20 2.56
C 3.33 2.47 3.18
C 2.32 4.69 2.81
C 0.89 5.20 2.87
C 0.19 4.10 3.67
C 0.87 2.80 3.22
H 4.19 0.87 1.13
H 3.41 -0.08 -0.11
H 3.98 1.55 -0.48
H 1.67 0.85 1.42
H 1.50 1.39 -0.22
H 1.19 3.42 0.75
H 2.95 3.49 0.62
H 4.25 2.76 2.67
H 3.17 1.40 3.09
H 3.38 2.75 4.23
H 2.82 4.81 3.77
H 2.93 5.12 2.02
H 0.47 5.30 1.87
H 0.83 6.17 3.35
H -0.88 4.07 3.48
H 0.33 4.25 4.73
H 0.28 2.25 2.49
H 1.09 2.14 4.06
```

Results of the Mulliken charge analysis, in e, for atoms 1 through 6: O -0.523; C -0.081; O -0.428; C -0.162; C -1.451; C 1.655



The following is a quantum chemistry calculation of a molecular structure, C18H24BBaN8OS4, from OMol25.

The strongest force on any atom is 3.66 eV Å⁻¹. For the HOMO-LUMO gap, the calculation gives 5.796 eV. The LUMO energy comes out at 1.9 eV. As for the energy above the lowest of the compared OMol25 structures with the same formula, charge and spin: 129.4 kJ/mol. Its net charge is -1. The total energy comes out at -77739.358 eV.

XYZ file:
```
57
C18H24BBaN8OS4 ωB97M-V/def2-TZVPD
Ba 0.13 0.55 -1.29
B -3.57 2.01 -2.26
N -3.02 0.60 -2.57
C -3.79 -0.50 -2.58
C -3.11 -1.52 -3.23
C -1.89 -0.93 -3.58
N -1.85 0.35 -3.18
N -2.57 2.90 -1.45
C -2.78 4.20 -1.24
C -1.73 4.70 -0.48
C -0.91 3.59 -0.26
N -1.43 2.51 -0.86
H -3.78 2.57 -3.31
H -4.58 1.87 -1.61
H -4.78 -0.49 -2.16
H -3.44 -2.52 -3.41
H -1.06 -1.36 -4.13
H -3.64 4.70 -1.64
H -1.58 5.71 -0.14
H 0.03 3.54 0.26
S 2.62 -1.21 -0.51
C 3.86 -0.03 -0.16
C 5.10 -0.62 0.24
N 6.07 -1.14 0.57
C 3.77 1.34 -0.15
S 2.43 2.36 -0.58
C 4.91 2.07 0.31
N 5.79 2.69 0.71
C 1.11 3.19 3.20
N 1.79 1.92 3.30
C 3.13 1.77 3.63
C 3.44 0.48 3.46
N 2.29 -0.15 3.02
C 1.27 0.73 2.92
S -0.34 0.40 2.58
H 0.99 3.63 4.19
H 0.13 3.02 2.76
H 1.68 3.87 2.57
H 3.74 2.61 3.92
H 4.38 -0.04 3.58
H 2.26 -1.06 2.59
C -1.07 -5.09 -1.80
C -0.42 -3.76 -1.47
S -1.58 -2.61 -0.65
O -0.88 -1.29 -0.74
C -1.36 -3.14 1.09
C 0.08 -3.15 1.56
H -0.36 -5.74 -2.30
H -1.92 -4.94 -2.46
H -1.43 -5.60 -0.90
H -0.14 -3.22 -2.37
H 0.47 -3.86 -0.85
H -1.86 -4.11 1.18
H -1.95 -2.39 1.63
H 0.55 -4.12 1.38
H 0.12 -2.93 2.62
H 0.65 -2.38 1.04
```

Results of the Mulliken charge analysis, in e, for atoms 1 through 6: Ba 1.675; B -0.061; N 0.674; C -0.510; C -0.632; C -0.355